Computed, not measured: a molecular structure, C54H67ClN3O6STl, with wB97M-V/def2-TZVPD.

```
133
Properties=species:S:1:pos:R:3:lowdin_charge:R:1
H 2.290 -2.413 -6.045 0.072
C 0.206 -4.476 5.570 -0.262
C -3.006 2.308 -0.152 0.012
C 2.060 0.788 2.933 -0.081
C 4.173 2.522 -1.321 -0.557
H 5.111 3.513 0.378 0.084
O 1.812 -1.799 1.556 -0.230
H -3.692 -3.110 0.312 0.036
H -1.960 5.627 3.954 0.072
H 2.929 -3.365 2.287 0.096
C 1.953 -6.048 6.132 -0.111
H -3.687 1.951 2.508 0.115
C -0.065 5.417 2.894 -0.565
H 1.879 -2.873 -0.563 0.115
N -2.616 -5.195 2.737 0.020
C 3.171 1.522 0.816 0.020
H -0.895 3.884 -2.297 0.089
C 0.941 3.043 2.920 -0.015
C -3.760 -6.450 1.035 -0.949
C -2.667 -1.454 -2.162 -0.083
H 0.702 -2.978 -6.561 0.085
H -2.868 0.923 -3.214 0.102
C 0.826 1.660 2.877 -0.134
H -1.662 -5.504 2.521 0.020
N -4.801 -7.375 0.861 0.024
H 1.988 -5.543 7.093 0.098
H 1.657 -1.924 -7.628 0.072
H 2.321 3.347 -2.101 0.087
H 0.503 -4.061 6.563 0.109
H 1.265 1.168 -5.547 0.084
H -5.200 3.768 -2.156 0.085
C 2.607 -0.864 -0.485 -0.097
C -1.248 -1.480 -2.676 -0.139
H 3.477 -1.744 2.797 0.097
H -1.636 5.807 1.432 0.067
H -2.965 3.264 0.360 0.102
C 0.964 -6.223 3.862 -0.401
H 4.941 4.521 -1.068 0.077
C -3.044 3.572 -2.338 -0.555
N -3.558 -6.147 2.314 -0.093
H 3.324 2.459 1.336 0.097
H -1.735 4.604 -0.927 0.061
H -5.633 -7.160 1.393 0.073
C 2.761 -7.740 4.635 -0.140
C -3.032 -0.079 -0.009 -0.175
H -0.014 5.725 0.745 0.083
C -1.804 4.411 -1.999 -0.043
H 2.013 5.631 2.270 0.077
H -4.042 -6.678 3.020 0.138
C 1.371 5.895 3.114 -0.079
C -4.306 4.366 -1.967 -0.058
H 3.085 -2.484 -1.807 0.116
H -4.755 -2.228 1.433 0.091
C 3.505 1.401 -0.525 -0.167
H -1.772 -0.961 -4.665 0.094
O -3.111 -1.191 0.797 -0.213
H 1.384 6.984 3.224 0.075
H 2.843 1.319 3.481 0.116
H 1.817 -0.131 3.462 0.099
C -2.963 1.017 -2.138 0.021
C -3.001 1.165 0.632 -0.095
H 3.367 0.083 -2.221 0.109
C 2.787 -7.103 5.891 -0.695
H 1.882 -7.791 2.692 0.102
C -1.547 1.901 2.510 -0.132
C 3.262 2.942 -2.482 -0.045
H -2.983 0.325 2.610 0.108
H -2.271 3.892 2.427 0.101
H -1.836 5.373 -2.521 0.080
C -0.231 -1.798 -1.738 -0.337
H -1.228 -1.349 -6.797 0.080
C 0.724 -0.898 -5.941 -0.568
C 5.510 2.021 -1.887 -0.058
C -4.136 -2.137 0.536 -0.082
H -2.818 -2.325 -1.530 0.096
H -1.002 0.357 -6.382 0.079
H -2.166 2.799 -4.177 0.081
H -4.368 5.285 -2.559 0.075
H 6.027 2.827 -2.417 0.075
H 3.441 -8.564 4.448 0.090
C 1.707 0.281 -6.006 -0.063
H -3.103 4.286 -4.372 0.077
C -0.590 6.069 1.607 -0.063
H 6.155 1.664 -1.080 0.086
C -2.935 -0.166 -1.399 -0.109
S -2.877 -5.850 -0.233 0.607
H -3.934 2.739 -4.143 0.083
C -1.386 3.274 2.572 -0.028
H -2.676 -5.121 3.745 0.074
H 3.019 2.094 -3.123 0.070
C -3.063 3.327 -3.847 -0.076
H -0.556 5.459 5.007 0.085
O -0.564 -0.245 2.846 -0.222
C -2.885 1.302 2.143 -0.075
C 2.340 -0.722 0.880 -0.176
H -5.001 -7.477 -0.123 0.052
H 1.937 3.458 3.043 0.092
C -0.503 -0.532 -6.777 -0.082
C 3.190 0.201 -1.155 0.015
C -0.153 3.896 2.787 -0.200
C 4.453 3.754 -0.460 -0.075
C 2.558 0.493 1.530 -0.107
O -0.514 -2.066 -0.520 -0.209
C -0.441 1.027 2.747 -0.339
H -4.761 -1.819 -0.300 0.097
C -0.913 5.909 4.078 -0.063
H 5.359 1.195 -2.583 0.074
H 3.749 3.708 -3.094 0.078
H 1.997 -2.454 3.491 0.084
H -0.858 7.000 4.172 0.072
Tl -0.864 -2.568 1.905 1.066
H -0.518 7.161 1.663 0.074
Cl 3.896 -7.678 7.135 0.549
C 2.605 -2.367 2.588 -0.067
H 1.967 0.516 -7.045 0.073
C 1.363 -1.518 -3.564 -0.022
C 1.901 -7.315 3.665 -0.024
C -3.013 2.268 -1.543 -0.168
H -0.198 -0.323 -7.807 0.074
H 2.401 -1.546 -3.893 0.103
C 1.386 -2.127 -6.585 -0.063
O -0.728 -3.966 4.985 -0.031
H -3.352 -1.513 -3.014 0.117
H 2.630 0.055 -5.469 0.069
H 3.530 4.178 -0.058 0.079
C -0.945 -1.197 -4.001 -0.014
H 1.800 5.457 4.018 0.080
H -4.304 4.639 -0.910 0.074
C 1.044 -5.591 5.163 -0.138
C 0.362 -1.198 -4.488 -0.203
C 2.216 -2.108 -1.260 -0.075
O 0.178 -5.881 2.952 -0.074
C 1.105 -1.806 -2.236 -0.134
```

## Properties
E_LUMO   3.87 eV
Energy relative to the best compared isomer or geometry (same formula, charge and spin)   0.0 kJ/mol
Net charge   -2
HOMO   -1.833 eV
Strongest force on any atom   0.3 eV Å⁻¹
Spin multiplicity   1
DFT total energy   -101895.75399 eV


Computed, not measured: 6 unconnected molecules or ions with the total composition C54H78FN2O6P2S at a distorted geometry, with wB97M-V/def2-TZVPD.

```
144
Properties=species:S:1:pos:R:3:lowdin_charge:R:1
H 1.154 -0.078 -0.441 0.117
H 0.255 -6.100 -1.406 0.104
C 5.900 -4.884 -5.066 -0.090
O -3.065 1.927 1.074 -0.105
H 0.153 1.354 -4.504 0.096
H -2.883 2.863 9.921 0.094
H 6.190 -9.096 -5.987 0.097
C -4.291 1.315 10.417 -0.114
H -1.395 -0.443 0.448 0.096
C 3.218 -9.909 -4.558 -0.099
H -0.223 -0.377 -3.916 0.118
H 1.682 -1.700 -3.009 0.103
C 4.431 -9.254 -4.757 -0.106
H -2.296 1.314 3.028 0.162
C -4.436 0.524 2.540 -0.042
C -1.013 0.480 -0.159 -0.174
C -3.783 3.117 3.093 -0.264
H -4.895 0.366 1.485 0.150
H 1.869 -11.419 -5.284 0.100
H -0.403 1.256 1.860 0.121
C -0.495 -5.390 -1.073 -0.086
H 8.147 -5.843 -8.069 0.100
H 3.636 6.686 2.603 0.138
N -1.990 3.342 -0.498 0.099
H -0.167 2.029 -2.320 0.077
H 4.385 -1.131 -4.685 0.141
H 5.982 -6.998 -7.723 0.099
C -4.639 -2.167 2.882 -0.061
H -1.037 -6.542 0.661 0.105
H 4.465 -4.043 -1.561 0.106
C 4.835 -10.598 -6.719 -0.092
H -5.729 6.802 2.394 0.080
C 0.016 5.134 -6.833 -0.090
H 2.695 1.032 -4.429 0.125
C 1.589 5.654 1.197 -0.175
H -5.653 2.737 4.249 0.135
H 1.620 1.541 -2.078 0.118
H -5.517 -0.294 11.152 0.102
C -2.391 4.555 -5.557 -0.098
H -1.246 5.599 0.546 0.131
H -3.336 5.458 -7.266 0.102
H -3.998 -0.826 13.036 0.104
C -1.565 3.823 2.049 -0.221
C 0.020 4.495 -5.595 -0.100
H 1.910 6.020 0.141 0.165
C 5.241 -9.602 -5.835 -0.101
H -0.172 -4.041 -2.718 0.098
O 4.725 3.493 2.730 -0.127
H 5.271 -4.616 -4.224 0.081
C -4.031 1.919 5.527 -0.114
H -4.604 3.426 2.317 0.149
C -1.220 -5.637 0.090 -0.087
H -2.747 -4.919 1.424 0.096
H -4.063 -3.120 3.233 0.097
H -1.356 2.320 11.796 0.101
H -1.875 -2.413 -1.949 0.093
H -1.727 3.378 5.369 0.034
H 5.374 2.906 3.205 0.106
H -5.162 6.538 4.135 0.040
H -1.194 5.969 -8.403 0.104
C 2.814 -10.907 -5.441 -0.099
H 3.300 -12.022 -7.215 0.101
H -3.156 -2.848 0.127 0.081
C -1.898 2.770 0.887 -0.424
C -3.663 -0.886 2.881 -0.285
C -2.180 -4.725 0.519 -0.092
H -0.522 4.964 4.240 0.024
C 5.496 -5.883 -5.949 -0.099
O -3.863 5.484 0.617 -0.288
C 4.569 4.758 3.461 -0.191
C -2.267 1.748 11.655 -0.097
C 7.113 -4.230 -5.265 -0.088
F -3.050 -0.839 4.229 -0.113
C 3.619 -11.248 -6.524 -0.096
H -5.484 -1.988 3.643 0.092
C -2.580 0.710 12.528 -0.091
H -0.781 3.306 2.748 0.141
H -1.910 0.471 13.349 0.104
H 2.520 5.663 3.801 0.125
H 1.856 -0.357 -5.411 0.119
H 3.280 -2.628 -4.863 0.133
H -0.047 -0.968 -1.640 0.085
C -0.762 5.146 1.486 -0.187
H 0.317 2.211 0.356 0.124
C 0.238 0.043 -1.133 -0.191
H 5.534 5.396 3.288 0.127
C -3.125 2.052 10.600 -0.112
H 8.871 -4.071 -6.495 0.100
H -2.761 -1.008 2.150 0.134
H 4.455 4.468 4.585 0.126
H 4.746 -8.474 -4.071 0.098
H -5.861 5.086 3.069 0.065
H 2.834 -3.637 -2.371 0.091
H 1.391 6.521 1.924 0.136
C -4.606 0.279 11.293 -0.095
H 0.961 4.225 -5.127 0.098
H 3.039 -0.466 -2.437 0.127
C -2.412 -3.562 -0.211 -0.102
C 7.923 -4.577 -6.343 -0.096
C -0.734 -4.232 -1.808 -0.094
C 7.517 -5.573 -7.228 -0.096
C -1.691 -3.317 -1.377 -0.107
H -2.636 2.800 -1.094 0.099
H -5.024 -2.310 1.794 0.092
C 0.536 0.500 -3.805 -0.212
P -3.499 5.704 2.315 0.960
O 2.777 4.955 1.731 -0.157
C 3.742 -1.906 -4.092 -0.212
C -3.462 1.237 6.514 0.103
C -1.191 5.476 -7.435 -0.090
O 4.608 -2.582 -3.137 -0.255
C -3.751 -0.021 12.351 -0.090
H -1.875 0.750 -0.890 0.110
H -4.768 5.886 0.464 0.078
H -3.329 4.334 -5.058 0.098
C 3.279 5.625 2.920 -0.178
C -0.615 1.728 0.830 -0.085
O 0.551 4.653 1.105 -0.140
C 0.552 1.127 -2.291 -0.196
H -1.047 3.411 -0.916 0.077
H -4.957 1.548 9.592 0.093
C -4.551 3.037 4.507 -0.183
C 2.588 -1.044 -3.348 -0.200
P -1.890 4.563 4.553 0.451
H 5.465 -10.867 -7.561 0.101
H -1.181 3.704 -3.995 0.078
H -0.643 5.946 2.304 0.101
C -3.282 1.654 2.518 -0.190
C -1.184 4.204 -4.959 -0.110
H 2.588 -9.641 -3.716 0.097
C 6.301 -6.224 -7.032 -0.104
H -5.226 0.644 3.363 0.121
S -2.655 6.084 5.498 0.233
C 3.847 -3.185 -2.050 -0.134
H 4.551 -6.395 -5.792 0.094
C 2.004 0.094 -4.353 -0.209
H -2.896 0.762 7.411 0.082
H 3.651 -2.426 -1.183 0.098
H 0.954 5.363 -7.328 0.103
C -5.186 6.042 3.100 -0.274
H 7.427 -3.450 -4.579 0.102
C -2.395 5.188 -6.797 -0.093
H -4.662 4.061 5.055 0.089
N -2.723 4.189 2.978 -0.466
```

## Properties
E_LUMO   -3.28 eV
Net charge   +1
HOMO   -10.066 eV
Strongest force on any atom   7.1 eV Å⁻¹
Spin multiplicity   1
DFT total energy   -104639.83481 eV